The following is a quantum chemistry calculation of a structure of composition C31H22AsF16IrN8, from the Open Molecules 2025 dataset.

Structure (XYZ):
```
79
Properties=species:S:1:pos:R:3
Ir 0.255 -0.515 0.709
As 1.246 3.795 -1.555
F 1.674 4.082 0.126
F -0.010 -7.039 -1.078
F 6.374 3.355 0.802
F 2.484 2.906 3.313
F -1.177 -5.386 -2.894
F 1.436 5.438 -1.955
F 4.860 4.045 2.933
F 0.548 -6.118 1.421
F -1.745 -2.858 -2.263
F -0.445 4.033 -1.114
F 0.751 3.362 -3.164
F 5.498 1.503 -0.961
F 0.993 2.091 -1.100
F 3.121 0.412 -0.686
F 2.894 3.406 -1.902
F -0.089 -3.604 2.106
N -1.152 -1.820 0.331
N 1.377 1.186 1.401
N 1.756 -1.829 0.165
N 0.221 -0.568 -1.514
N 1.126 -1.415 -2.062
N -1.376 0.650 1.215
N 3.484 -3.318 0.606
N -2.480 1.081 -1.048
C -1.228 -3.656 -1.319
C 3.173 2.596 2.223
C 4.831 -4.794 -2.471
C -0.347 -4.025 0.861
C 1.875 -2.045 -1.207
C 4.033 -4.155 -3.427
C 3.524 1.249 0.252
C -2.465 -1.236 0.070
C -3.032 2.450 -0.777
C 2.874 -2.984 -1.678
C 5.204 2.806 0.970
C -0.905 2.065 1.237
C -0.420 0.168 -2.382
C 3.064 -3.257 -3.039
C -2.655 3.003 -3.086
C -0.026 -5.327 0.527
C -0.947 -3.150 -0.048
C 3.687 -3.628 -0.743
C -1.806 1.946 -3.224
C -1.879 0.269 2.574
C 4.667 -4.535 -1.126
C 2.634 1.625 1.309
C -3.164 3.310 -1.781
C 2.557 -2.459 0.993
C 4.752 1.829 0.075
C -2.448 0.288 0.264
C -0.919 -4.959 -1.673
C 0.413 2.137 1.994
C -0.313 -5.801 -0.750
C 4.404 3.173 2.059
C -1.478 1.058 -2.180
H 4.182 -4.366 -4.476
H -1.252 1.820 -4.144
H 5.283 -5.026 -0.386
H -3.625 4.267 -1.582
H -3.273 0.613 -1.517
H 4.045 -3.782 1.310
H -2.731 0.897 2.841
H -1.085 0.414 3.299
H 2.450 -2.286 2.055
H 5.589 -5.496 -2.788
H -3.369 2.599 0.233
H -3.183 -1.656 0.783
H -3.413 0.583 0.690
H -0.053 0.140 -3.405
H -2.835 3.676 -3.909
H -2.840 -1.498 -0.921
H 0.770 3.162 1.872
H 2.445 -2.751 -3.765
H -0.738 2.400 0.216
H 0.291 1.949 3.062
H -1.642 2.709 1.723
H -2.162 -0.780 2.589
```

Energy ... -5569.90372 Eh
2S+1 ... 5
LUMO level (spin up / spin down) ... -5.848 / -8.289 eV
Kohn-Sham gap (spin up / spin down) ... 7.7 / 5.8 eV
Energy above the lowest of the compared OMol25 structures with the same formula, charge and spin ... 0.0 kcal/mol
Net charge ... +2


The following is a quantum chemistry calculation of an isolated molecule of C2H5N3O, from the Open Molecules 2025 dataset.

Structure (XYZ):
```
11
Properties=species:S:1:pos:R:3
O 1.132 1.763 -0.049
N -1.678 -0.640 -1.590
N -0.094 -0.195 -0.060
N 1.310 0.320 1.715
C 0.837 0.722 0.482
C -0.610 0.098 -1.275
H 1.393 -0.670 1.893
H -0.533 -0.842 0.600
H 2.103 0.861 2.028
H -2.153 -1.279 -0.946
H -2.256 -0.078 -2.192
```

Energy ... -318.69355 Eh
LUMO level ... 0.764 eV
Kohn-Sham gap ... 9.3 eV
Energy above the lowest of the compared OMol25 structures with the same formula, charge and spin ... 35.7 kcal/mol
Net charge ... 0


The following is a quantum chemistry calculation of a cluster of 7 separate species, C22H61N11O10 in total at a distorted geometry, from the Open Molecules 2025 dataset.

Structure (XYZ):
```
104
Properties=species:S:1:pos:R:3
O -0.783 0.428 -0.531
O -4.638 -3.909 0.362
O -2.297 1.741 2.797
O 1.619 2.797 3.740
O 0.876 -1.287 1.996
O 4.541 0.867 0.219
O -3.049 -1.712 -1.529
O 4.781 9.229 5.005
O 2.469 -3.292 -3.176
O -1.465 -4.875 -6.904
N -2.540 -4.802 -3.550
N 0.379 -2.188 0.049
N 3.914 2.889 -0.621
N 2.230 -1.188 -2.701
N -3.264 -1.694 1.500
N -1.040 -0.112 -2.535
N 0.441 -2.392 -2.895
N 3.956 5.685 4.375
N 2.207 -1.087 0.252
N 0.748 0.980 -2.095
N 2.450 1.598 -0.034
C 4.894 7.859 4.557
C 1.697 1.453 3.330
C 3.781 7.018 4.960
C 1.138 -1.525 0.848
C 1.734 -2.335 -2.963
C -0.347 0.462 -1.654
C -2.515 -3.927 -2.380
C 2.733 4.904 4.354
C -0.889 -5.575 -7.784
C -1.360 2.211 2.092
C -5.513 -4.977 0.127
C 3.766 1.767 -0.016
C -2.567 -3.021 1.499
C -3.636 -4.161 1.384
C -2.367 -0.727 2.237
C -3.968 -0.659 -1.409
C 5.621 10.085 4.640
C -1.747 -5.419 -5.636
C 2.918 3.434 3.982
C -3.084 0.644 2.340
C -3.483 -2.712 -2.462
C -2.138 -4.239 -4.776
H -0.451 -2.704 0.356
H 2.688 1.091 3.263
H 3.315 3.005 4.903
H 2.246 4.962 5.286
H 3.275 3.624 -0.666
H 3.821 6.952 6.042
H -0.946 2.953 2.696
H -3.477 -5.152 -3.618
H 4.893 3.058 -0.911
H 5.216 7.820 3.523
H -6.269 -4.725 -0.654
H -1.780 2.669 1.172
H -1.436 -0.688 1.723
H -2.925 -3.584 -5.197
H 5.578 10.228 3.542
H -1.808 -0.627 -2.165
H -3.378 -1.332 0.575
H 2.467 -1.310 -0.738
H 1.363 1.290 2.300
H -3.915 0.574 3.007
H 4.389 5.806 3.471
H -1.530 -3.556 -2.178
H -4.184 -4.273 2.327
H -4.522 -2.963 -2.309
H -2.894 -4.513 -1.510
H 5.775 7.304 5.052
H 0.046 -5.937 -7.430
H 1.158 0.708 3.932
H 1.674 -0.362 -2.488
H -1.227 -3.678 -4.682
H 3.167 -0.930 -2.867
H -3.498 -2.267 -3.448
H -2.231 -1.157 3.240
H -0.672 1.405 1.909
H -0.861 -5.876 -5.302
H -3.179 -5.124 1.081
H 0.040 -3.293 -3.085
H -4.809 -5.841 -0.202
H 1.981 2.487 -0.079
H 2.937 -0.790 0.836
H -1.421 -6.434 -8.249
H 6.587 9.672 5.023
H -2.413 -6.258 -5.716
H 0.704 -2.329 -0.912
H 1.444 1.385 -1.390
H 2.086 5.295 3.583
H -3.884 -0.107 -0.537
H -3.816 -0.001 -2.296
H -3.571 0.897 1.389
H 2.927 7.481 4.533
H -0.602 -4.780 -8.555
H -4.977 -1.038 -1.585
H -1.967 -3.187 2.369
H -1.084 0.071 -3.513
H -0.268 -1.682 -2.828
H 0.943 1.151 -3.088
H -1.984 -3.098 0.608
H 2.070 0.580 0.142
H 5.472 11.008 5.250
H -6.032 -5.379 0.927
H 3.543 3.263 3.141
```

Energy ... -2229.26150 Eh
LUMO level ... -0.083 eV
Kohn-Sham gap ... 8.4 eV
Energy above the lowest of the compared OMol25 structures with the same formula, charge and spin ... 214.3 kcal/mol
Net charge ... 0
Structure (SMILES) ... COCCNCCOC.COCCNCCOC.COCCNCCOC.NC(N)=O.NC(N)=O.NC(N)=O.NC(N)=O


- Which formula does entry 3 have?
  C22H61N11O10